[1]
{"formula": "C25H29F3N", "method": "ωB97M-V/def2-TZVPD", "elements": ["H", "C", "C", "F", "C", "C", "C", "C", "H", "H", "C", "N", "C", "H", "C", "C", "H", "H", "C", "H", "H", "H", "H", "H", "H", "H", "H", "H", "H", "H", "C", "H", "H", "F", "F", "H", "C", "H", "C", "H", "H", "H", "C", "H", "C", "C", "C", "H", "H", "C", "C", "C", "C", "H", "C", "H", "C", "C"], "positions_angstrom": [[0.5950, 0.2285, 1.4066], [-2.0487, 4.8949, -0.5589], [0.8724, 5.6316, 4.1129], [-4.6511, 3.6127, -3.4662], [-4.4254, -0.7807, 3.3705], [-1.4706, 2.7982, -2.2727], [2.8297, -0.7512, 2.8705], [0.6398, -1.9325, 3.2612], [-4.1812, -2.8638, 2.7707], [1.7221, 4.3048, 2.6932], [-2.2228, 0.4839, 3.2403], [-0.0896, -0.6421, 3.1870], [-1.5136, -0.6578, 3.2013], [-4.0720, 1.2950, 3.9237], [-2.5144, 3.6567, -2.5518], [0.6405, 0.4447, 2.4783], [-1.6521, -2.6704, 2.4942], [2.6051, -2.7647, 3.6797], [-0.2521, 4.8955, 2.0928], [0.1130, 1.3918, 2.6164], [-1.2626, 1.9993, -2.9629], [-0.2193, 6.9630, 5.3712], [-3.5853, 5.3836, -1.9607], [2.8635, -1.0954, 1.8283], [0.0926, 2.2916, -0.9355], [1.7408, 5.6180, 4.7499], [-4.4862, -1.0143, 4.4410], [0.5999, -2.3964, 2.2711], [0.0981, -2.5942, 3.9444], [2.1178, -1.4905, 4.7768], [-0.7231, 2.9650, -1.1387], [3.8792, -0.6520, 3.1824], [2.1206, 0.9742, 3.9657], [-3.1432, 2.2095, -4.2696], [-2.9888, 4.3700, -4.7128], [-1.6919, 1.4134, 3.3441], [-3.3540, 3.4536, -3.7954], [-3.6715, -1.7030, 1.5672], [2.0969, 0.5953, 2.9358], [-4.0056, 0.9941, 2.2037], [2.6169, 1.3520, 2.3309], [-2.2238, 6.9441, 3.9521], [2.0938, -1.7923, 3.7220], [-2.1970, -2.4392, 4.1439], [0.8631, 4.8959, 2.9569], [-2.7861, 4.7108, -1.7008], [-3.7179, 0.5721, 3.1761], [-5.4669, -0.7298, 3.0231], [0.6879, 3.4579, 0.8842], [-3.6680, -1.8996, 2.6471], [-1.0033, 4.0059, -0.2268], [-0.1728, 4.1052, 0.9177], [-1.3549, 6.3791, 3.6579], [-2.2378, 5.7623, 0.0443], [-0.2315, 6.3835, 4.4642], [-2.2815, 5.6031, 1.9264], [-2.2160, -1.9894, 3.1436], [-1.3747, 5.6475, 2.4963]], "forces_ev_per_a": [[0.190, -0.030, -0.368], [0.088, 0.098, 0.046], [0.438, -0.077, 0.136], [0.478, -0.148, -0.720], [-0.004, 0.020, 0.038], [0.003, -0.404, -0.418], [0.139, -0.010, 0.019], [-0.497, 0.419, -0.093], [0.208, 0.217, 0.104], [0.248, -0.147, -0.067], [0.151, -0.551, -0.001], [0.588, 0.080, 0.556], [0.462, 0.773, -0.351], [-0.001, -0.155, -0.082], [0.155, -0.222, 0.136], [-0.557, -0.560, 0.485], [-0.152, 0.083, 0.102], [-0.254, 0.199, -0.146], [-0.104, -0.146, -0.180], [0.033, -0.172, 0.132], [0.138, -0.181, -0.002], [-0.024, 0.091, 0.180], [-0.116, 0.222, 0.088], [-0.070, 0.029, 0.057], [0.140, -0.158, 0.078], [0.128, -0.010, 0.074], [0.140, 0.012, -0.099], [0.263, -0.266, -0.162], [0.140, 0.170, -0.104], [-0.076, 0.065, -0.136], [0.265, 0.131, 0.371], [-0.299, 0.037, 0.040], [-0.100, -0.132, -0.060], [-0.546, 0.793, -0.245], [-0.559, -0.599, 0.077], [0.082, 0.327, -0.025], [0.479, -0.024, 0.687], [0.068, 0.073, 0.104], [-0.058, -0.265, 0.166], [-0.064, -0.019, 0.007], [-0.184, -0.175, -0.087], [-0.145, 0.038, 0.008], [-0.034, 0.282, -0.025], [-0.028, -0.020, -0.058], [0.146, -0.265, -0.191], [-0.303, 0.362, 0.071], [-0.346, -0.113, 0.012], [0.273, 0.045, -0.003], [0.298, -0.224, 0.013], [-0.008, 0.208, 0.036], [-0.069, 0.059, -0.127], [-0.312, 0.399, 0.281], [-0.441, 0.077, -0.248], [-0.061, 0.142, 0.052], [0.124, 0.043, 0.046], [-0.228, 0.019, -0.056], [0.008, -0.443, -0.112], [-0.236, 0.002, -0.034]], "mol_weight_g_mol": 400.51, "charge": 1, "lumo_ev": -6.19}

[2]
{"formula": "C25H29FN4O3S", "method": "ωB97M-V/def2-TZVPD", "elements": ["C", "H", "C", "H", "H", "C", "C", "C", "H", "C", "C", "C", "H", "H", "H", "H", "C", "N", "H", "C", "H", "C", "C", "S", "H", "H", "H", "O", "N", "C", "C", "H", "C", "C", "C", "N", "C", "H", "H", "H", "N", "H", "O", "H", "C", "H", "H", "F", "H", "H", "H", "C", "C", "H", "C", "C", "H", "C", "C", "O", "H", "H", "H"], "positions_angstrom": [[-3.6446, -2.4824, -0.4244], [-3.1778, 0.1203, -2.5474], [-0.5106, -1.8918, 0.2934], [7.5382, -0.0151, 1.5776], [2.4327, 2.9937, -1.4538], [7.0895, -1.1227, -0.1922], [4.9497, -0.7545, -1.1759], [-0.3871, 1.8719, -0.0805], [5.3780, 1.1499, 1.5847], [-3.5364, -4.6271, -1.4565], [-0.6396, -1.9807, 1.6707], [4.6255, 0.1690, -0.1764], [-0.7777, 1.1014, 2.5923], [-3.2705, -2.3492, -2.5409], [-5.1019, -2.9132, 2.0356], [6.4177, -2.1078, -1.9614], [-3.4107, -1.8088, -1.6185], [3.4347, 0.8801, -0.1769], [-0.7565, 1.8135, -1.1093], [-0.6853, 0.2777, 1.8987], [-3.9845, -1.8432, 2.8994], [-1.2517, 2.9316, 0.6279], [5.5833, 0.4234, 0.8142], [-3.5326, 2.0554, -0.4801], [-3.9276, 0.1996, 1.6259], [-3.1337, 3.0367, 1.4655], [-3.4018, -3.3363, 2.1390], [-4.8572, 2.5203, -0.1832], [-0.7385, -0.9206, 2.4519], [-3.5405, 0.2758, -0.4627], [-3.3586, -0.4237, -1.6341], [-0.6696, -2.9382, 2.1731], [2.5726, 0.8598, -1.3382], [1.8215, 2.2711, 1.0185], [6.8038, -0.2176, 0.8140], [-2.5916, 2.4340, 0.8647], [6.1747, -1.3944, -1.1896], [-0.3803, -0.5214, -1.3508], [-4.3098, -4.4228, -2.2029], [-0.8127, 3.2003, 1.5904], [0.9747, 2.3833, -0.1477], [1.0667, 2.1537, -2.2104], [-2.8974, 2.5147, -1.6849], [3.3246, 1.0054, 1.9081], [-4.0930, -2.5024, 2.0438], [-3.6282, -5.6576, -1.1171], [3.1845, 0.8439, -2.2410], [8.2886, -1.7526, -0.1989], [-2.5491, -4.4820, -1.9063], [2.5054, 3.1279, 1.0038], [-0.4488, -2.7821, -0.3134], [-3.8331, -1.7614, 0.7718], [-0.4626, -0.6328, -0.2780], [1.2172, 2.3257, 1.9230], [-0.5263, 0.4969, 0.5331], [2.6617, 0.9863, 1.0450], [1.9134, -0.0221, -1.3334], [1.7375, 2.1521, -1.3504], [-3.7840, -0.3818, 0.7297], [-3.7047, -3.8333, -0.3057], [1.9986, 0.1118, 1.1469], [4.2376, -0.9958, -1.9486], [-1.2563, 3.8244, -0.0092]], "forces_ev_per_a": [[-0.035, 0.311, -0.055], [0.052, -0.001, -0.163], [0.068, 0.090, 0.006], [0.089, 0.014, 0.067], [0.035, -0.082, -0.128], [-0.123, -0.006, -0.093], [-0.248, 0.152, 0.154], [0.055, 0.236, 0.196], [-0.018, 0.094, 0.048], [0.019, -0.169, -0.198], [0.094, -0.214, -0.209], [0.428, -0.235, -0.068], [-0.020, 0.208, 0.015], [0.015, -0.070, -0.073], [-0.061, -0.083, 0.066], [0.048, -0.073, -0.064], [-0.086, -0.290, 0.011], [-0.294, 0.430, -0.131], [0.160, -0.023, 0.123], [0.058, 0.223, -0.366], [0.009, 0.032, 0.090], [0.493, -0.041, -0.566], [-0.128, -0.071, -0.064], [-0.149, -0.003, 0.397], [0.010, -0.031, 0.228], [-0.237, 0.041, 0.028], [0.027, -0.068, 0.108], [0.018, -0.090, 0.271], [-0.021, -0.089, 0.611], [0.027, 0.577, -0.271], [-0.043, 0.211, -0.003], [-0.017, -0.149, -0.037], [-0.046, 0.252, -0.070], [0.159, -0.159, 0.117], [0.130, -0.225, -0.113], [-0.792, -0.108, -0.538], [0.411, -0.040, 0.206], [0.006, 0.023, -0.089], [0.036, 0.017, 0.027], [-0.066, -0.042, 0.003], [-0.155, 0.099, -0.113], [-0.007, 0.028, -0.025], [0.166, -0.202, 0.092], [-0.036, 0.000, -0.013], [0.007, 0.003, -0.058], [0.017, 0.062, -0.076], [-0.039, -0.043, 0.003], [-0.075, 0.052, 0.006], [-0.034, 0.020, 0.012], [0.017, -0.049, 0.137], [-0.019, -0.107, -0.041], [-0.042, -0.005, -0.097], [0.015, 0.072, 0.283], [-0.001, 0.053, 0.072], [0.032, -0.350, -0.030], [-0.190, 0.083, 0.206], [0.076, -0.009, -0.092], [0.140, -0.190, -0.164], [-0.051, -0.306, 0.001], [-0.012, 0.286, 0.276], [0.099, 0.041, 0.063], [-0.089, 0.004, -0.058], [0.117, -0.094, 0.144]], "mol_weight_g_mol": 484.60, "charge": 0, "lumo_ev": 0.46}